DFT (ωB97M-V with the def2-TZVPD basis set) results for a molecular structure, C49H58FIrN6OS2Sb.

```
! wB97M-V def2-TZVPD RIJCOSX def2/J DEFGRID3
* xyz 2 6
Ir 1.0109 -0.5264 -0.7637
C 2.5992 -2.0627 3.7607
N 3.3967 -2.2678 2.5620
C 4.7713 -2.3042 2.5166
C 5.1242 -2.4218 1.2241
N 3.9533 -2.4695 0.4785
C 2.8945 -2.3394 1.3217
S 1.2190 -2.3161 0.9682
C 3.9381 -2.6016 -0.9374
C 5.0074 -3.2637 -1.5350
C 5.0127 -3.3976 -2.9081
C 3.9479 -2.8836 -3.6334
C 2.9312 -2.2590 -2.9440
N 2.9090 -2.1071 -1.6136
H 3.2484 -2.1885 4.6224
H 1.7931 -2.7912 3.7976
H 2.1780 -1.0592 3.7474
H 5.3740 -2.2347 3.4031
H 6.0979 -2.4509 0.7765
H 5.7945 -3.7009 -0.9421
H 5.8263 -3.9124 -3.3996
H 3.8967 -2.9756 -4.7080
H 2.0876 -1.8454 -3.4737
F -1.8755 4.9121 -1.8102
C -1.2754 3.7475 -1.5134
C -0.0774 3.7706 -0.8217
C 0.5254 2.5618 -0.5081
C -0.0365 1.3272 -0.8615
C -1.2457 1.3716 -1.5658
C -1.8744 2.5663 -1.8921
H 0.3539 4.7198 -0.5330
H 1.4506 2.5844 0.0510
H -1.7241 0.4469 -1.8575
H -2.8217 2.5863 -2.4144
C 2.3451 3.2101 -4.7160
C 1.6292 1.8652 -4.8882
C 0.1163 2.0761 -5.0379
C 2.1937 1.0775 -6.0754
C 1.8496 1.0856 -3.6574
N 2.0363 0.5164 -2.6749
H 2.1616 3.8168 -5.6021
H 3.4222 3.0755 -4.6139
H 1.9681 3.7461 -3.8453
H -0.0658 2.6208 -5.9636
H -0.2829 2.6531 -4.2055
H -0.4148 1.1257 -5.0889
H 1.9662 1.6197 -6.9925
H 1.7419 0.0884 -6.1477
H 3.2755 0.9673 -6.0026
C -0.1532 -3.5659 -2.2882
C -1.2633 -2.6500 -1.7898
C -2.0294 -2.0579 -2.9678
C -2.1994 -3.4337 -0.8788
O -0.7209 -1.5675 -1.0249
H -0.5745 -4.5036 -2.6512
H 0.5498 -3.7897 -1.4868
H 0.3770 -3.1066 -3.1208
H -2.4028 -2.8531 -3.6135
H -1.3763 -1.4131 -3.5592
H -2.8839 -1.4667 -2.6332
H -2.7208 -4.2167 -1.4296
H -2.9582 -2.7664 -0.4647
H -1.6478 -3.8957 -0.0579
C -4.5604 0.2921 3.9796
C -4.6850 -1.1450 3.5530
C -5.6438 -1.9472 4.1679
C -5.8234 -3.2765 3.8203
C -5.0328 -3.8477 2.8377
C -4.0692 -3.0734 2.2097
C -3.8960 -1.7389 2.5589
Sb -2.3664 -0.5963 1.6165
C -3.3971 1.1080 0.9394
C -3.0095 2.3882 1.3259
C -3.7587 3.4890 0.9519
C -4.8850 3.3107 0.1632
C -5.2484 2.0401 -0.2490
C -4.5166 0.9121 0.1187
C -4.9808 -0.4303 -0.3729
C -1.1158 -0.3364 3.3324
C -1.2781 -1.3873 4.2431
C -0.6564 -1.3572 5.4795
C 0.1440 -0.2752 5.8124
C 0.3568 0.7299 4.8856
C -0.2392 0.7129 3.6236
C 0.1094 1.8186 2.6745
H -5.1902 0.4798 4.8464
H -4.8730 0.9743 3.1882
H -3.5354 0.5501 4.2560
H -6.2648 -1.5101 4.9395
H -6.5804 -3.8637 4.3217
H -5.1596 -4.8846 2.5607
H -3.4468 -3.5314 1.4520
H -2.1266 2.5372 1.9282
H -3.4584 4.4788 1.2665
H -5.4750 4.1638 -0.1441
H -6.1204 1.9101 -0.8775
H -5.5181 -0.3175 -1.3135
H -5.6524 -0.9081 0.3433
H -4.1567 -1.1227 -0.5576
H -1.9170 -2.2279 4.0091
H -0.8129 -2.1660 6.1802
H 0.6134 -0.2218 6.7857
H 1.0076 1.5592 5.1366
H 1.1757 2.0337 2.7374
H -0.4237 2.7374 2.9305
H -0.0964 1.5582 1.6372
C 3.9424 3.5715 1.8195
N 4.2769 3.0780 0.4948
C 4.9231 3.8086 -0.4871
C 5.0080 3.0267 -1.5811
N 4.4125 1.8268 -1.2499
C 3.9557 1.8544 0.0183
S 3.1262 0.6165 0.8339
H 4.7219 4.2543 2.1477
H 3.8871 2.7245 2.4979
H 2.9828 4.0885 1.7998
H 5.2746 4.8083 -0.3092
H 5.4461 3.2117 -2.5435
H 4.2564 1.0380 -1.8542
*
```

## Properties
- ⟨S²⟩: 8.77
- ΔE to the lowest compared entry with this formula, charge and spin: 0.0000 eV


DFT (ωB97M-V with the def2-TZVPD basis set) results for 2 unconnected molecules or ions with the total composition C3H11N2 in a non-equilibrium geometry.

```
! wB97M-V def2-TZVPD RIJCOSX def2/J DEFGRID3
* xyz 1 1
C 0.9110 -1.7976 -0.2380
N 1.4131 -0.7983 0.7979
H 1.7006 -1.8213 -0.9764
H 0.0168 -1.3647 -0.6749
H 0.5569 -2.6901 0.2597
H 1.3119 -1.1675 1.7408
H 2.3970 -0.5871 0.6460
H 0.9234 0.1457 0.7171
C -1.8646 0.6533 -1.0880
C -1.3839 1.0177 0.1066
N -0.0946 1.5883 0.3308
H -1.2079 0.3555 -1.9020
H -2.8057 1.0877 -1.4086
H -2.0687 1.2286 0.9222
H 0.2684 2.0966 -0.4577
H -0.0738 2.0532 1.2243
*
```

## Properties
- ΔE to the lowest compared entry with this formula, charge and spin: 1.8702 eV


DFT (ωB97M-V with the def2-TZVPD basis set) results for a molecular structure, C20H41FeN2OP3 in a non-equilibrium geometry.

```
! wB97M-V def2-TZVPD RIJCOSX def2/J DEFGRID3
* xyz 3 6
Fe -0.1330 0.5546 -1.2528
P 1.5270 0.8942 0.7539
P -1.3069 2.1716 -2.2836
P 1.6527 -0.2147 -2.4548
H -1.2928 -3.7690 -0.1360
C -0.2700 -4.0730 0.0937
C 0.3609 -3.7542 1.2370
H -0.0975 -3.2234 2.0837
C 0.9009 0.7608 2.4744
C 2.1029 2.6469 0.6882
C 3.1144 0.0002 1.0245
C -3.1301 1.9966 -2.5015
C -1.3873 3.7533 -1.3738
C -0.6368 2.6279 -3.9384
C 2.4179 -1.7226 -1.7327
C 2.9852 1.0628 -2.4761
C 1.5744 -0.7495 -4.1971
H 0.2909 -4.5406 -0.7286
H 1.3870 -4.1123 1.3935
H 0.3836 -0.2009 2.5776
H 0.1984 1.5682 2.7160
H 1.7324 0.7865 3.1943
H 1.2464 3.3014 0.8932
H 2.4933 2.8864 -0.3104
H 2.8913 2.8155 1.4357
H 2.8833 -1.0536 1.2309
H 3.6364 0.4300 1.8942
H 3.7891 0.0525 0.1630
H -3.4184 2.0939 -3.5544
H -3.6525 2.7602 -1.9220
H -3.4469 1.0265 -2.1149
H -1.5438 4.5637 -2.0952
H -0.4805 3.9318 -0.7911
H -2.2491 3.7225 -0.6972
H -1.1409 3.5311 -4.3221
H -0.7326 1.7862 -4.6432
H 0.4329 2.8597 -3.8418
H 2.8756 -2.3264 -2.5304
H 1.6378 -2.3206 -1.2447
H 3.1776 -1.4716 -0.9880
H 3.7210 0.8145 -3.2530
H 3.4889 1.1326 -1.5038
H 2.5498 2.0444 -2.7069
H 2.5924 -0.7999 -4.6134
H 0.9935 -0.0426 -4.8013
H 1.0995 -1.7405 -4.2512
C -2.1735 -1.4096 -3.7692
C -3.2912 -0.7478 -4.3241
C -3.6410 -0.9906 -5.6527
C -3.0025 -1.9903 -6.3821
C -1.9403 -2.6907 -5.8052
C -1.4950 -2.3851 -4.5202
O -1.7573 -1.1569 -2.4891
H -1.1593 -0.1648 -2.3644
H -3.9015 -0.1117 -3.6822
H -4.4448 -0.4054 -6.1199
H -3.3217 -2.2023 -7.4085
H -1.4378 -3.4815 -6.3617
H -0.6551 -2.9049 -4.0535
N -2.7948 0.9570 2.0555
C -3.1855 -0.3370 1.6927
C -2.4678 -0.6468 0.5669
N -1.6104 0.4109 0.2739
C -1.8440 1.3631 1.1843
H -3.1687 1.5264 2.8226
H -3.9181 -0.9071 2.2414
H -2.5152 -1.5159 -0.0844
H -1.3545 2.3327 1.2608
*
```

## Properties
- ⟨S²⟩: 8.80


E_tot per entry: -3545.9739 -230.1136 -3258.1282 a.u.